Below is a cluster of 2 separate species, C6H12N2 in total, with properties calculated with ωB97M-V with the def2-TZVPD basis set.

Computed properties:
Gap between HOMO and LUMO (alpha / beta) in eV: 7.585 / 7.454
DFT total energy in eV: -9390.63807
Energy above the lowest of the compared OMol25 structures with the same formula, charge and spin in kJ/mol: 599.3
Charge: 0

Atoms and positions in Å:
1 H -0.658 2.220 2.229
2 N -0.157 1.519 1.690
3 C -0.766 0.985 0.697
4 C -1.139 -0.505 0.794
5 C -0.464 -1.398 1.535
6 N -2.258 -0.870 0.044
7 H -1.581 1.503 0.166
8 H 0.383 -1.061 2.107
9 H -0.612 -2.459 1.413
10 H -2.548 -1.833 0.127
11 H -3.033 -0.225 0.083
12 C 2.024 0.238 0.036
13 C 1.464 0.768 -1.083
14 C 0.751 -0.004 -2.156
15 H 1.725 0.211 1.068
16 H 3.086 0.036 0.077
17 H 2.118 1.493 -1.566
18 H 0.273 0.692 -2.847
19 H -0.013 -0.632 -1.705
20 H 1.407 -0.678 -2.708

Charges computed using natural (NBO), reported in e: number 1, H, carries 0.374; number 2, N, carries -0.663; number 3, C, carries 0.145; number 4, C, carries 0.112; number 5, C, carries -0.457; number 6, N, carries -0.830; number 7, H, carries 0.135; number 8, H, carries 0.216; number 9, H, carries 0.196; number 10, H, carries 0.383; number 11, H, carries 0.374; number 12, C, carries -0.343; number 13, C, carries -0.194; number 14, C, carries -0.644; number 15, H, carries 0.213; number 16, H, carries 0.170; number 17, H, carries 0.170; number 18, H, carries 0.207; number 19, H, carries 0.216; number 20, H, carries 0.218

---

Below is a cluster of 3 separate species, C40H40N3O6 in total, with properties calculated with ωB97M-V with the def2-TZVPD basis set.

Computed properties:
Gap between HOMO and LUMO in eV: 7.923
DFT total energy in eV: -58874.90614
Charge: +1

Atoms and positions in Å:
1 C -7.472 5.668 -5.001
2 C -7.577 7.231 -4.799
3 C -6.235 7.942 -4.340
4 C -4.920 7.385 -5.017
5 N -3.770 7.789 -4.128
6 C -2.627 8.578 -4.427
7 C -1.799 8.624 -3.211
8 N -2.462 7.875 -2.180
9 O -2.012 7.661 -0.934
10 C -3.087 7.606 0.046
11 C -3.710 6.156 0.239
12 N -2.952 5.317 1.212
13 C -2.385 4.128 0.520
14 C -3.446 3.037 0.087
15 C -2.707 1.605 0.171
16 O -3.864 3.167 -1.305
17 C -3.599 7.427 -2.813
18 H -8.507 5.267 -5.208
19 H -7.076 5.102 -4.115
20 H -6.863 5.418 -5.928
21 H -8.036 7.743 -5.700
22 H -8.328 7.399 -3.963
23 H -6.322 9.028 -4.666
24 H -6.206 7.969 -3.215
25 H -4.686 7.822 -6.023
26 H -4.861 6.266 -5.089
27 H -2.434 9.056 -5.421
28 H -0.808 9.133 -3.072
29 H -3.900 8.364 -0.196
30 H -2.633 7.948 1.027
31 H -4.804 6.253 0.525
32 H -3.595 5.637 -0.768
33 H -3.644 4.981 1.894
34 H -1.734 4.511 -0.313
35 H -1.688 3.631 1.268
36 H -4.396 3.062 0.700
37 H -3.007 1.026 1.085
38 H -3.034 0.995 -0.730
39 H -1.602 1.763 0.054
40 H -4.474 2.435 -1.519
41 H -4.395 6.770 -2.367
42 C 2.842 -4.062 2.870
43 C 4.213 -3.836 2.776
44 C 4.705 -2.537 2.772
45 C 3.827 -1.460 2.849
46 C 2.451 -1.687 2.919
47 C 1.962 -2.991 2.941
48 C 1.500 -0.549 2.952
49 O 0.301 -0.744 3.016
50 C 2.037 0.833 2.896
51 C 1.158 1.912 2.869
52 C 1.647 3.206 2.830
53 C 3.019 3.438 2.827
54 C 3.902 2.367 2.849
55 C 3.413 1.061 2.874
56 C 4.364 -0.077 2.861
57 O 5.564 0.120 2.855
58 H 2.461 -5.077 2.883
59 H 4.898 -4.674 2.709
60 H 5.773 -2.367 2.703
61 H 0.896 -3.173 3.008
62 H 0.085 1.749 2.875
63 H 0.955 4.042 2.804
64 H 3.400 4.454 2.803
65 H 4.971 2.549 2.842
66 C 5.186 -12.874 2.844
67 C 5.340 -11.855 3.781
68 C 5.048 -10.543 3.436
69 C 4.611 -10.242 2.149
70 C 4.480 -11.260 1.202
71 C 4.758 -12.578 1.558
72 C 4.064 -10.949 -0.187
73 O 3.946 -11.836 -1.011
74 C 3.802 -9.536 -0.557
75 C 3.466 -9.219 -1.870
76 C 3.207 -7.901 -2.222
77 C 3.273 -6.896 -1.260
78 C 3.613 -7.208 0.049
79 C 3.888 -8.526 0.401
80 C 4.285 -8.840 1.795
81 O 4.346 -7.959 2.635
82 H 5.406 -13.899 3.118
83 H 5.686 -12.086 4.782
84 H 5.164 -9.754 4.171
85 H 4.645 -13.374 0.831
86 H 3.410 -9.997 -2.623
87 H 2.951 -7.655 -3.246
88 H 3.064 -5.868 -1.533
89 H 3.668 -6.422 0.793

Charges computed using Mulliken, reported in e: number 1, C, carries -1.042; number 2, C, carries -0.464; number 3, C, carries -0.352; number 4, C, carries -0.562; number 5, N, carries 0.200; number 6, C, carries -0.173; number 7, C, carries -0.610; number 8, N, carries 0.373; number 9, O, carries -0.354; number 10, C, carries -0.462; number 11, C, carries -0.179; number 12, N, carries -0.388; number 13, C, carries -0.880; number 14, C, carries 0.606; number 15, C, carries -1.177; number 16, O, carries -0.587; number 17, C, carries -0.360; number 18, H, carries 0.359; number 19, H, carries 0.235; number 20, H, carries 0.282; number 21, H, carries 0.313; number 22, H, carries 0.308; number 23, H, carries 0.285; number 24, H, carries 0.305; number 25, H, carries 0.220; number 26, H, carries 0.324; number 27, H, carries 0.396; number 28, H, carries 0.412; number 29, H, carries 0.320; number 30, H, carries 0.408; number 31, H, carries 0.314; number 32, H, carries 0.070; number 33, H, carries 0.314; number 34, H, carries 0.388; number 35, H, carries 0.120; number 36, H, carries 0.251; number 37, H, carries 0.287; number 38, H, carries 0.368; number 39, H, carries 0.298; number 40, H, carries 0.340; number 41, H, carries 0.489; number 42, C, carries -0.542; number 43, C, carries -0.497; number 44, C, carries -0.690; number 45, C, carries 0.289; number 46, C, carries 0.278; number 47, C, carries -0.664; number 48, C, carries 0.529; number 49, O, carries -0.685; number 50, C, carries 0.189; number 51, C, carries -0.556; number 52, C, carries -0.453; number 53, C, carries -0.556; number 54, C, carries -0.569; number 55, C, carries 0.193; number 56, C, carries 0.584; number 57, O, carries -0.658; number 58, H, carries 0.517; number 59, H, carries 0.507; number 60, H, carries 0.465; number 61, H, carries 0.462; number 62, H, carries 0.544; number 63, H, carries 0.435; number 64, H, carries 0.403; number 65, H, carries 0.475; number 66, C, carries -0.454; number 67, C, carries -0.496; number 68, C, carries -0.444; number 69, C, carries 0.130; number 70, C, carries 0.094; number 71, C, carries -0.559; number 72, C, carries 0.547; number 73, O, carries -0.660; number 74, C, carries 0.382; number 75, C, carries -0.692; number 76, C, carries -0.412; number 77, C, carries -0.527; number 78, C, carries -0.340; number 79, C, carries 0.066; number 80, C, carries 0.546; number 81, O, carries -0.686; number 82, H, carries 0.399; number 83, H, carries 0.399; number 84, H, carries 0.457; number 85, H, carries 0.466; number 86, H, carries 0.475; number 87, H, carries 0.390; number 88, H, carries 0.415; number 89, H, carries 0.510